The following is a DFT calculation (ωB97M-V with the def2-TZVPD basis set) of a cluster of 10 separate species, C33H59FO27 in total.

Results
SMILES: COC(=O)OC.COC(=O)OC.COC(=O)OC.COC(=O)OC.COC(=O)OC.COC(=O)OC.COC(=O)OC.COC(=O)OC.COC(=O)OC.Fc1ccccc1
LUMO level in eV: 0.1
Relative energy (zero: lowest compared OMol25 entry of this formula, charge and spin) in kJ/mol: 695.0

CARTESIAN COORDINATES (ANGSTROEM)
C1 0.15100 -6.01264 1.71724
O1 -0.69972 -5.45572 2.71346
C2 -0.45085 -5.29210 3.93733
O2 0.62783 -5.55179 4.50567
O3 -1.59338 -4.83241 4.47697
C3 -1.72698 -4.47198 5.86603
H1 1.10088 -6.41444 2.06992
H2 0.27310 -5.33836 0.86958
H3 -0.38936 -6.84925 1.27429
H4 -1.42889 -3.43065 5.98793
H5 -1.29062 -5.03784 6.68913
H6 -2.77998 -4.40694 6.13999
C4 8.69452 -5.74504 2.28792
O4 9.30382 -7.00066 2.69884
C5 9.99675 -7.14942 3.85728
O5 10.07763 -6.31670 4.86349
O6 10.66886 -8.29187 3.70946
C6 11.47428 -8.81769 4.87574
H7 7.73149 -5.93709 1.81487
H8 9.50540 -5.41392 1.63913
H9 8.53083 -5.03668 3.10003
H10 11.63317 -9.88467 4.71951
H11 10.86177 -8.69792 5.76937
H12 12.49305 -8.46537 5.03725
C7 -0.10878 -4.96026 -7.15060
O7 -1.16631 -4.45494 -6.39786
C8 -1.96128 -3.56383 -6.93225
O8 -1.85429 -3.16005 -8.13161
O9 -2.86399 -3.24117 -6.01978
C9 -3.72640 -2.23326 -6.36483
H13 0.45805 -5.59025 -6.46509
H14 0.59517 -4.20374 -7.49737
H15 -0.37388 -5.53245 -8.03964
H16 -4.55395 -2.15529 -5.65971
H17 -4.05307 -2.16653 -7.40258
H18 -3.06213 -1.37366 -6.27572
C10 -10.33510 -6.93452 4.17617
O10 -10.16885 -6.21594 3.00334
C11 -8.99805 -5.73894 2.74093
O11 -8.02406 -5.73566 3.51962
O12 -8.96815 -5.07477 1.61396
C12 -7.74848 -4.63364 1.01221
H19 -11.35015 -7.27881 4.37427
H20 -9.94964 -6.37605 5.02918
H21 -9.70142 -7.78868 3.93754
H22 -7.73976 -3.59902 0.66931
H23 -7.55269 -5.29952 0.17176
H24 -6.91479 -4.73869 1.70649
C13 -7.19100 6.88635 5.63315
O13 -5.84623 6.72477 6.12487
C14 -4.88327 5.90420 5.68160
O14 -3.78022 5.79712 6.26452
O15 -5.14382 5.34910 4.46632
C15 -4.15968 4.57405 3.84997
H25 -7.46737 6.04436 4.99853
H26 -7.22486 7.81187 5.05837
H27 -7.94419 7.02104 6.40948
H28 -3.35965 5.23445 3.51545
H29 -4.53326 4.17747 2.90590
H30 -3.74613 3.88106 4.58267
C16 -1.31486 6.37895 -3.93683
O16 -0.02003 6.07298 -4.47800
C17 0.16985 5.79552 -5.76438
O17 -0.75077 5.78787 -6.57341
O18 1.43718 5.48583 -5.99591
C18 1.89573 4.72140 -7.11624
H31 -1.28996 7.30001 -3.35448
H32 -1.56439 5.51341 -3.32311
H33 -2.06227 6.57776 -4.70491
H34 1.15821 4.79047 -7.91586
H35 1.93740 3.70449 -6.72606
H36 2.89610 5.02667 -7.42310
C19 11.20093 5.81007 -5.69139
O19 10.83974 4.85089 -4.70721
C20 10.22401 3.80669 -5.17251
O20 9.62963 3.62234 -6.29378
O21 10.24119 2.87054 -4.19588
C21 9.50341 1.62478 -4.34576
H37 10.28336 6.37307 -5.86221
H38 11.63860 5.37116 -6.58801
H39 11.95568 6.48098 -5.28111
H40 8.51585 1.90604 -4.71142
H41 9.38870 1.12191 -3.38551
H42 10.03819 1.10472 -5.14053
C22 4.03774 2.27476 4.41297
O22 4.34350 1.18461 5.24088
C23 4.51902 1.42756 6.55424
O23 4.59779 2.56528 7.05589
O24 4.81743 0.26129 7.29570
C24 4.44044 -1.10637 6.88489
H43 3.17916 2.71414 4.92079
H44 3.72443 1.75055 3.51011
H45 4.78554 3.06404 4.33590
H46 4.72147 -1.37513 5.86660
H47 3.35999 -1.16008 6.75134
H48 4.82352 -1.96724 7.43283
C25 -7.81568 4.00081 -2.61355
O25 -8.91966 4.78192 -2.29250
C26 -8.90480 6.09355 -2.51532
O26 -7.94543 6.73913 -2.90078
O27 -10.12166 6.62945 -2.28003
C27 -10.44097 8.05279 -2.44773
H49 -7.16883 4.47403 -3.35231
H50 -8.02781 2.98652 -2.95170
H51 -7.35479 3.94508 -1.62737
H52 -10.05836 8.69673 -1.65586
H53 -11.52614 8.15522 -2.44294
H54 -9.99286 8.50685 -3.33154
F1 -1.40860 0.14176 -0.06937
C28 -0.16922 -0.04868 -0.52682
C29 0.25406 0.40796 -1.74112
C30 1.48723 0.07387 -2.22853
C31 2.36000 -0.54676 -1.42726
C32 2.06684 -0.80891 -0.07963
C33 0.76361 -0.50609 0.36777
H55 -0.35145 1.04298 -2.37082
H56 1.90245 0.55313 -3.10277
H57 3.36963 -0.75069 -1.75202
H58 2.78985 -1.19349 0.62447
H59 0.54820 -0.66413 1.41421



The following is a DFT calculation (ωB97M-V with the def2-TZVPD basis set) of a structure of composition C33H59NP2RhSi.

Results
Net charge: +1
LUMO level (alpha / beta) in eV: -2.1 / -5.6
Relative energy (zero: lowest compared OMol25 entry of this formula, charge and spin) in kJ/mol: 261.0
2S+1: 5

CARTESIAN COORDINATES (ANGSTROEM)
Rh1 -1.30556 0.11663 -3.69058
C1 -2.93535 1.73234 -0.74294
C2 -3.61422 0.96069 -1.73170
C3 -3.30818 -0.37030 0.11172
C4 -2.74168 0.90684 0.39141
C5 -3.85349 -0.33648 -1.20086
C6 -2.45924 3.12386 -0.88869
H1 -2.14407 3.33099 -1.91857
H2 -1.59796 3.30278 -0.23262
H3 -3.23431 3.86147 -0.62057
C7 -2.00606 1.29334 1.61668
H4 -1.81077 2.37216 1.62583
H5 -1.02749 0.78764 1.69225
H6 -2.57438 1.04916 2.52509
C8 -3.32156 -1.53224 1.01920
H7 -4.31897 -1.69656 1.45973
H8 -2.61575 -1.37246 1.84374
H9 -3.03343 -2.45648 0.49503
C9 -4.49598 -1.45706 -1.92471
H10 -5.53552 -1.22071 -2.20061
H11 -4.51676 -2.36221 -1.30557
H12 -3.96413 -1.69479 -2.86114
C10 -4.02307 1.44986 -3.06336
H13 -5.00281 1.94377 -3.00220
H14 -4.10112 0.63025 -3.78912
H15 -3.30366 2.18382 -3.45199
C11 0.53093 0.71128 -3.68925
C12 -0.41251 1.76616 -4.09263
C13 -0.87746 1.96332 -5.53619
C14 -1.64462 0.83418 -6.23949
C15 -1.77886 -0.45416 -5.44498
C16 -0.60010 -1.17114 -4.94039
C17 0.80094 -0.89775 -5.54863
C18 1.51136 0.21645 -4.76764
H16 -0.05614 2.33081 -6.16047
H17 -1.25823 0.62969 -7.24771
H18 -1.55339 2.83278 -5.50093
H19 1.87393 1.04405 -5.39657
H20 0.91571 0.62368 -2.64204
H21 -0.38267 2.65448 -3.42713
H22 2.43707 -0.18340 -4.32518
H23 1.39275 -1.81954 -5.45436
H24 -0.73410 -2.22188 -4.61727
H25 0.71104 -0.70948 -6.62743
H26 -2.67481 1.16814 -6.46077
H27 -2.64898 -1.12120 -5.57092
P1 1.73238 1.92404 0.19053
C19 1.83708 2.30064 1.99491
H28 2.84362 2.65488 2.26080
H29 1.60800 1.39420 2.57627
H30 1.09813 3.07921 2.22921
C20 3.52131 1.66977 -0.15690
H31 4.12266 2.38822 0.41729
H32 3.69002 1.81391 -1.23229
H33 3.81288 0.64698 0.11546
C21 1.56178 3.65291 -0.43152
H34 1.45461 3.62338 -1.52441
H35 2.44267 4.25523 -0.16841
H36 0.66008 4.11148 -0.00078
P2 0.83689 -2.19846 -0.19656
C22 -0.37029 -3.34563 -0.99900
H37 0.09254 -4.16005 -1.56974
H38 -0.86653 -2.65951 -1.73102
H39 -1.16615 -3.82653 -0.39078
C23 2.31948 -2.67825 -1.16294
H40 2.13845 -2.20018 -2.14937
H41 2.40190 -3.75532 -1.34179
H42 3.31561 -2.32770 -0.82066
C24 0.80277 -2.50384 1.57482
H43 -0.17603 -2.87148 1.90792
H44 0.92197 -1.51963 2.06734
H45 1.58994 -3.12092 2.03132
C25 3.96003 -1.18214 2.26093
Si1 3.28754 -0.93541 4.00387
C26 3.62412 -2.48608 5.00077
C27 4.14410 0.51758 4.81412
N1 1.57691 -0.62985 3.88980
C28 0.58213 -0.55330 4.76101
C29 -0.77171 -0.76815 4.31806
C30 -1.84811 -0.63618 5.17450
C31 -1.64032 -0.31516 6.52828
C32 -0.33316 -0.12697 7.00553
C33 0.75628 -0.23950 6.15680
H46 4.47053 -2.15417 2.18901
H47 4.69079 -0.40408 2.00323
H48 3.16003 -1.16788 1.51059
H49 4.36816 -2.28876 5.78511
H50 2.70535 -2.84603 5.48271
H51 4.01038 -3.28963 4.35841
H52 4.57730 1.19545 4.06695
H53 3.44775 1.09337 5.43738
H54 4.95725 0.14942 5.45606
H55 -0.91403 -1.05274 3.26867
H56 -2.86182 -0.78744 4.78918
H57 -2.48987 -0.21560 7.20289
H58 -0.16837 0.11427 8.05888
H59 1.77665 -0.08112 6.52211



The following is a DFT calculation (ωB97M-V with the def2-TZVPD basis set) of a cluster of 10 separate species, C33H60F2N3O11S3 in total.

Results
Net charge: +1
LUMO level in eV: -2.8
Relative energy (zero: lowest compared OMol25 entry of this formula, charge and spin) in kJ/mol: 317.3

CARTESIAN COORDINATES (ANGSTROEM)
C1 1.57736 0.25867 -0.44953
C2 0.27956 0.63085 -0.02045
O1 -0.23531 1.49374 -0.62071
N1 -0.53944 -0.17524 1.11122
H1 0.07213 -1.10279 1.32096
H2 -0.54126 0.49890 1.96345
C3 -1.99689 -0.15257 0.70294
H3 2.42714 0.59601 0.15106
H4 1.74357 0.35282 -1.45921
H5 1.50963 -0.76813 -0.52994
H6 -2.53049 0.82115 0.77416
H7 -2.59077 -0.95007 1.31121
H8 -2.07841 -0.64721 -0.41294
C4 1.69065 3.18401 5.45900
C5 2.03639 3.92096 4.12233
O2 2.59630 4.94229 4.03676
N2 1.32832 3.43503 2.89503
H9 1.86340 3.36130 2.20381
H10 0.67938 2.54718 3.14757
C6 0.35031 4.40449 2.30287
H11 1.55108 3.99070 6.33006
H12 2.63943 2.64099 5.57366
H13 0.83144 2.31874 5.41460
H14 0.83458 5.39107 1.90016
H15 -0.27446 4.63253 2.97998
H16 -0.07985 3.93075 1.49719
C7 -1.85394 -1.92149 3.92089
C8 -0.40719 -1.90317 4.63856
O3 -0.25315 -2.37224 5.79845
N3 0.73625 -1.22334 3.91942
H17 0.92203 -1.71959 2.89741
H18 0.47907 -0.26364 3.67523
C9 2.01557 -1.16234 4.69421
H19 -2.37757 -2.20131 4.64241
H20 -2.00809 -2.44394 3.05254
H21 -2.21234 -1.09570 3.60949
H22 2.42501 -2.15803 4.84551
H23 1.88023 -0.66147 5.54004
H24 2.83546 -0.72188 3.96385
O4 -0.27146 1.22544 3.40769
H25 -1.01197 1.18100 4.15951
O5 0.72964 -2.21543 1.56799
H26 0.87314 -3.15577 1.26971
F1 -1.73024 7.80183 0.57980
C10 -2.15078 6.51651 0.48195
C11 -3.23098 6.00291 1.26752
C12 -3.71864 4.65223 1.11332
C13 -3.12082 3.83017 0.06059
C14 -2.05434 4.38054 -0.70706
C15 -1.48614 5.66464 -0.46525
H27 -3.70202 6.72150 1.90217
H28 -4.29715 4.28364 1.97735
H29 -3.37157 2.82805 -0.03108
H30 -1.37759 3.76763 -1.32661
H31 -0.87876 6.12844 -1.21351
F2 0.15942 6.15732 -5.24217
C16 -0.06915 4.94614 -4.75276
C17 -1.37116 4.31939 -4.60371
C18 -1.55845 3.06552 -4.01830
C19 -0.40067 2.33093 -3.44220
C20 0.83925 3.00498 -3.42413
C21 1.03097 4.30041 -4.14093
H32 -2.28540 4.93675 -4.99310
H33 -2.71938 2.75472 -3.96138
H34 -0.66964 1.35025 -2.92212
H35 1.48089 2.41552 -2.93512
H36 2.11443 4.81870 -4.26436
C22 -5.57118 -2.90078 -3.72178
C23 -5.94708 -3.37626 -2.44865
C24 -5.29582 -2.71533 -1.42753
S1 -3.63899 -2.28386 -2.10569
O6 -2.57840 -3.20423 -1.68550
O7 -3.52091 -0.93307 -2.20877
C25 -4.03149 -2.82239 -3.71606
H37 -5.76707 -1.82977 -3.65782
H38 -5.92339 -3.50090 -4.66205
H39 -5.55528 -4.41005 -2.42057
H40 -7.05745 -3.53405 -2.20755
H41 -5.28012 -3.03435 -0.43372
H42 -5.75791 -1.82168 -1.46373
H43 -3.38229 -3.48103 -4.25251
H44 -3.71276 -1.97339 -4.44858
C26 4.72168 -0.72652 1.18023
C27 5.18738 -1.50698 -0.02171
C28 5.08405 -2.97660 0.31276
S2 5.56502 -3.00204 1.98007
O8 6.90023 -3.48322 2.23689
O9 4.44829 -3.54621 2.73206
C29 5.57705 -1.30339 2.22494
H45 3.72066 -1.22365 1.55446
H46 4.75713 0.38645 0.80294
H47 6.26943 -1.34563 -0.22505
H48 4.74575 -1.18520 -0.84077
H49 5.75614 -3.71746 -0.15784
H50 3.88735 -3.25401 0.20435
H51 6.46829 -0.94873 2.48458
H52 4.94591 -1.05980 3.14886
C30 0.70589 -5.08608 -2.55985
C31 1.63521 -3.89925 -2.32878
C32 1.05058 -2.97216 -3.09842
S3 0.53212 -3.63214 -4.57495
O10 1.40590 -3.45069 -5.67416
O11 -0.88474 -3.46130 -4.75417
C33 0.68448 -5.32081 -3.98872
H53 -0.14052 -5.06849 -2.06308
H54 1.17671 -5.91374 -2.10898
H55 2.73448 -4.20321 -2.30096
H56 1.69918 -3.58322 -1.26357
H57 1.63692 -2.17779 -3.20186
H58 0.11018 -2.68340 -2.34171
H59 1.58251 -5.58493 -4.29718
H60 -0.01971 -5.97065 -4.44693



The following is a DFT calculation (ωB97M-V with the def2-TZVPD basis set) of a cluster of 6 separate species, C33H60NO21P2 in total.

Results
Net charge: +1
LUMO level in eV: -4.6

CARTESIAN COORDINATES (ANGSTROEM)
C1 1.56927 0.09316 0.41902
C2 0.14992 -0.62471 0.38613
P1 0.12668 -2.22760 1.40830
C3 -1.18438 -1.88187 2.68429
C4 -2.55501 -1.48310 1.94274
C5 -0.18344 -3.71152 0.34647
C6 -1.07733 -4.84930 0.75348
C7 -1.80539 -4.93352 2.12141
C8 -0.70439 -5.23326 3.23901
C9 -0.88301 -6.66250 3.93368
C10 -0.86699 -7.86151 2.91667
C11 0.42407 -6.82362 4.84647
C12 -1.29366 -6.00950 -0.14581
C13 -0.61597 -6.00624 -1.41527
P2 -0.88121 -7.42358 -2.61879
O1 -2.09350 -7.25385 -3.43579
O2 0.47724 -7.51739 -3.59511
O3 -0.95812 -8.83125 -1.74570
N1 0.22148 -4.97756 -1.76251
C14 0.47296 -3.87100 -0.97479
C15 1.49558 -2.87670 -1.58567
C16 2.90653 -3.07700 -0.88902
O4 3.42156 -4.15216 -1.05405
O5 3.55139 -2.08293 -0.18388
C17 4.13869 -2.53265 1.02624
C18 3.58471 -3.66858 1.93778
O6 5.14184 -1.98600 1.36289
H1 2.04187 0.22447 -0.58145
H2 2.20938 -0.50082 1.12825
H3 1.45251 1.10419 0.90066
H4 -0.24371 -0.79158 -0.65750
H5 -0.57704 0.11253 0.83401
H6 -0.86105 -0.94490 3.22406
H7 -1.32010 -2.65783 3.46872
H8 -3.40586 -2.08185 2.36003
H9 -2.46865 -1.63211 0.83807
H10 -2.81718 -0.40554 2.11231
H11 -2.47591 -5.84040 2.11463
H12 -2.47726 -4.07411 2.34894
H13 0.30553 -5.26350 2.73450
H14 -0.68966 -4.49940 4.08018
H15 -1.75932 -6.66038 4.63311
H16 0.16827 -8.23870 2.68874
H17 -1.44818 -7.68834 1.97688
H18 -1.37922 -8.72808 3.43004
H19 0.29873 -7.58686 5.65034
H20 1.27839 -7.14266 4.18882
H21 0.71446 -5.81016 5.24690
H22 -1.95223 -6.86485 0.10770
H23 1.26134 -7.33952 -3.03468
H24 -0.23426 -8.81807 -1.08404
H25 0.68224 -5.05367 -2.67737
H26 1.15550 -1.81747 -1.61763
H27 1.68688 -3.16560 -2.65931
H28 4.05386 -3.58274 2.94617
H29 3.83593 -4.64246 1.43038
H30 2.47540 -3.65062 2.07554
C19 4.22094 1.78982 -1.46711
O7 3.17069 2.68158 -1.85124
C20 3.40662 3.35395 -2.99515
O8 4.39134 3.25687 -3.67565
O9 2.35262 4.15148 -3.24243
C21 2.47327 4.92972 -4.43635
H31 3.92457 1.30597 -0.53837
H32 4.36932 1.01971 -2.22498
H33 5.14636 2.33778 -1.29036
H34 2.55315 4.28325 -5.31079
H35 3.33033 5.60039 -4.37359
H36 1.56939 5.52949 -4.52962
C22 0.55766 2.99636 -1.71042
O10 -0.77416 2.63456 -1.31112
C23 -1.67979 3.60541 -1.46982
O11 -1.46652 4.70795 -1.90324
O12 -2.86690 3.13752 -1.06181
C24 -3.94020 4.07681 -1.17695
H37 1.19813 2.14201 -1.53847
H38 0.58749 3.24016 -2.76472
H39 0.92532 3.82790 -1.11046
H40 -4.09067 4.36433 -2.21812
H41 -3.75223 4.95505 -0.55837
H42 -4.84699 3.59229 -0.81927
C25 7.68300 0.91501 -3.59505
O13 8.29778 -0.18602 -2.92339
C26 7.46798 -0.89060 -2.15015
O14 6.29107 -0.67113 -1.98860
O15 8.16590 -1.88210 -1.58595
C27 7.39307 -2.71888 -0.72599
H43 8.45052 1.40797 -4.18856
H44 6.89600 0.56697 -4.26500
H45 7.28620 1.63228 -2.87574
H46 6.59277 -3.20864 -1.28438
H47 6.98697 -2.14433 0.10388
H48 8.05404 -3.48590 -0.32524
C28 -3.86772 4.66565 2.55469
O16 -5.26111 4.60964 2.25787
C29 -6.03859 5.23182 3.15536
O17 -5.65776 5.80306 4.14279
O18 -7.30954 5.10503 2.76007
C30 -8.25756 5.72567 3.62923
H49 -3.33912 4.13306 1.76455
H50 -3.51781 5.69868 2.56851
H51 -3.65473 4.17505 3.50557
H52 -8.08171 6.80026 3.68595
H53 -8.22088 5.27683 4.62241
H54 -9.24765 5.55798 3.20903
C31 -6.19138 9.98878 -1.70750
O19 -4.88180 9.69295 -2.19230
C32 -4.16225 8.90601 -1.38507
O20 -4.52662 8.45222 -0.32952
O21 -2.96807 8.70949 -1.95361
C33 -2.09010 7.88052 -1.19260
H55 -6.67658 10.62969 -2.44146
H56 -6.77821 9.07559 -1.60153
H57 -6.13892 10.52443 -0.75906
H58 -2.51430 6.88559 -1.06614
H59 -1.87538 8.33484 -0.22399
H60 -1.15744 7.78896 -1.74587